No. 1
{"formula": "C19H24N4O2S", "method": "ωB97M-V/def2-TZVPD", "symbols": ["C", "C", "O", "C", "C", "N", "C", "C", "N", "C", "C", "O", "C", "C", "N", "C", "S", "N", "C", "C", "C", "C", "C", "C", "C", "C", "H", "H", "H", "H", "H", "H", "H", "H", "H", "H", "H", "H", "H", "H", "H", "H", "H", "H", "H", "H", "H", "H", "H", "H"], "coordinates": [[-0.12068, -0.29023, 2.98423], [1.02162, -0.69453, 2.08200], [2.02780, -1.21678, 2.51372], [0.84435, -0.28082, 0.67216], [-0.37359, -0.53017, -0.06557], [-1.25337, -1.49575, 0.27147], [-0.92135, -2.70927, 0.97607], [-2.00918, -3.03761, 2.01084], [-3.26716, -2.41994, 1.62169], [-4.38827, -2.87220, 2.42623], [-4.35296, -2.16992, 3.78785], [-4.26697, -0.77879, 3.62857], [-3.45629, -2.53733, 0.18765], [-2.47264, -1.59276, -0.51105], [-0.67995, 0.18633, -1.12295], [0.17090, 1.06119, -1.64622], [-0.23259, 2.02944, -2.91543], [1.47577, 1.10691, -1.13164], [2.43082, 1.91001, -1.82529], [3.23701, 1.32403, -2.78922], [4.15593, 2.10092, -3.47194], [4.26716, 3.45226, -3.19302], [3.45583, 4.03254, -2.23220], [2.53542, 3.26409, -1.54359], [1.78756, 0.49831, 0.03486], [3.14966, 0.76239, 0.58558], [0.07282, 0.73722, 3.29508], [-1.07869, -0.31265, 2.47686], [-0.13453, -0.90946, 3.87773], [-0.85404, -3.52431, 0.24155], [0.05014, -2.62148, 1.45916], [-1.72677, -2.65551, 2.99309], [-2.10704, -4.13508, 2.09154], [-4.39631, -3.96534, 2.56745], [-5.30872, -2.58101, 1.91570], [-3.50411, -2.53815, 4.38357], [-5.27152, -2.37715, 4.34187], [-3.70539, -0.62602, 2.85508], [-4.47382, -2.24027, -0.06886], [-3.31345, -3.57556, -0.15639], [-2.25495, -1.94001, -1.52789], [-2.88507, -0.58561, -0.59034], [3.13076, 0.27147, -3.00724], [4.78076, 1.64889, -4.22730], [4.98144, 4.05652, -3.73146], [3.53381, 5.08836, -2.02187], [1.88427, 3.70901, -0.80593], [3.90266, 0.45701, -0.13973], [3.28384, 1.82784, 0.77026], [3.30835, 0.20852, 1.50462]], "forces_ev_per_a": [[0.181, -0.181, 0.262], [-0.016, 0.096, 0.181], [-0.117, -0.006, 0.069], [0.188, -0.015, -0.529], [0.439, 0.381, -0.004], [0.027, 0.108, -0.027], [0.066, -0.237, 0.197], [0.103, 0.038, 0.136], [-0.123, -0.057, -0.070], [-0.080, 0.157, 0.326], [0.049, -0.341, -0.070], [-0.005, 0.381, -0.037], [0.144, 0.068, -0.048], [-0.379, 0.052, -0.199], [-0.387, -0.584, 0.288], [0.114, 0.367, -0.468], [-0.256, 0.326, -0.393], [-0.285, -0.175, 0.084], [0.537, 0.325, -0.273], [-0.144, 0.035, 0.207], [0.051, -0.023, -0.031], [0.029, 0.020, -0.077], [-0.012, 0.025, 0.086], [0.024, -0.194, 0.031], [-0.082, -0.334, 0.469], [0.083, -0.051, 0.263], [-0.006, 0.096, -0.012], [-0.120, 0.021, -0.024], [-0.021, -0.043, 0.041], [0.075, 0.070, 0.085], [-0.091, -0.168, -0.110], [0.034, -0.079, 0.002], [0.011, 0.094, -0.007], [-0.015, 0.031, -0.048], [0.024, -0.032, 0.012], [-0.120, -0.041, -0.016], [0.089, -0.084, -0.033], [-0.009, -0.067, -0.021], [0.060, -0.052, -0.008], [-0.059, 0.021, 0.017], [-0.026, 0.069, 0.028], [-0.042, -0.161, -0.046], [-0.041, -0.092, -0.018], [0.059, -0.033, -0.060], [0.064, 0.052, -0.047], [0.010, 0.091, 0.017], [-0.088, 0.022, 0.049], [0.029, 0.031, -0.016], [0.030, 0.044, -0.076], [0.004, 0.027, -0.084]], "lowdin_charge": [0.0102, -0.4341, 0.0778, -0.0278, -0.2345, -0.0574, -0.1037, -0.1502, -0.1888, -0.1762, -0.2590, -0.0648, -0.1565, -0.1181, 0.1121, -0.8188, 0.6627, 0.0101, -0.3215, -0.0239, -0.0703, -0.0805, -0.0679, -0.0437, -0.1486, 0.0283, 0.1027, 0.0718, 0.0921, 0.1356, 0.1171, 0.1055, 0.1291, 0.1250, 0.1235, 0.1075, 0.1196, 0.0699, 0.1246, 0.1257, 0.1306, 0.1259, 0.1252, 0.1046, 0.1025, 0.1055, 0.1243, 0.1028, 0.0995, 0.0745], "relative_energy_kj_mol": 270.22, "e_lumo_ev": 0.42, "homo_energy_ev": -7.647, "spin_multiplicity": 1, "orbital_gap_ha": 0.2964}

No. 2
{"formula": "C18H18Cl30F10N", "method": "ωB97M-V/def2-TZVPD", "symbols": ["F", "C", "C", "C", "N", "C", "F", "F", "C", "F", "F", "C", "F", "F", "C", "F", "F", "F", "C", "H", "H", "H", "H", "H", "H", "H", "H", "C", "Cl", "Cl", "Cl", "H", "C", "Cl", "Cl", "Cl", "H", "C", "Cl", "Cl", "Cl", "H", "C", "Cl", "Cl", "Cl", "H", "C", "Cl", "Cl", "Cl", "H", "C", "Cl", "Cl", "Cl", "H", "C", "Cl", "Cl", "Cl", "H", "C", "Cl", "Cl", "Cl", "H", "C", "Cl", "Cl", "Cl", "H", "C", "Cl", "Cl", "Cl", "H"], "coordinates": [[0.86137, 2.99449, 1.57950], [1.34860, 1.73726, 1.81797], [2.47540, 1.59273, 0.73045], [1.61548, 1.43353, -0.58232], [0.42781, 0.63996, -0.05946], [-0.87082, 0.69034, -0.78547], [-1.47939, -0.44622, -0.56881], [-0.53538, 0.67671, -2.06199], [-1.74196, 1.95428, -0.58644], [-1.02358, 3.05144, -0.67671], [-2.57262, 2.00149, -1.60510], [-2.60377, 2.06992, 0.69590], [-1.90441, 2.37943, 1.75968], [-3.38950, 3.10971, 0.50005], [-3.55311, 0.89274, 1.01898], [-4.08094, 0.33336, -0.03137], [-4.52365, 1.32464, 1.75662], [-2.92664, -0.03470, 1.70507], [0.44946, 0.54711, 1.44632], [1.65509, 1.59292, 2.85265], [3.03166, 0.71737, 1.06967], [3.08147, 2.48021, 0.60956], [2.05922, 0.77339, -1.31432], [1.41714, 2.46003, -0.85425], [0.72355, -0.31086, -0.30205], [-0.50058, 0.41328, 1.95332], [1.09643, -0.29779, 1.67997], [0.35051, 2.39615, -5.13446], [0.77934, 3.16554, -3.59902], [-0.03869, 3.61905, -6.33679], [1.66056, 1.35401, -5.69232], [-0.52672, 1.78216, -4.97471], [-0.02409, -0.78059, 4.58264], [0.27449, -2.50726, 4.74687], [1.43946, 0.04185, 4.03142], [-1.35320, -0.48089, 3.45853], [-0.29885, -0.38289, 5.55196], [-2.50673, -1.77607, -3.85156], [-1.28526, -0.83865, -4.72149], [-3.40384, -2.80872, -4.95887], [-1.75627, -2.73668, -2.57230], [-3.20216, -1.08471, -3.39300], [-3.04803, -4.66845, 2.81148], [-1.83870, -5.93793, 2.63722], [-2.90722, -3.88221, 4.38570], [-2.89619, -3.48102, 1.50554], [-4.02924, -5.11993, 2.74483], [1.78655, 3.58057, 6.48676], [3.11442, 2.89641, 7.41852], [2.04729, 3.32952, 4.75527], [0.24446, 2.87898, 6.98558], [1.75182, 4.64607, 6.67242], [1.81982, -7.47233, 3.84012], [1.34184, -8.46379, 5.21457], [1.04702, -8.04323, 2.35912], [1.42490, -5.77204, 4.13286], [2.89180, -7.55437, 3.71730], [4.42137, -2.74101, 3.77714], [4.96723, -2.03489, 5.29500], [3.88136, -1.47149, 2.66353], [5.69309, -3.71264, 3.04136], [3.57650, -3.38629, 3.98524], [3.48116, 4.65485, -6.58303], [3.91235, 5.41171, -5.04461], [3.08804, 5.88562, -7.78262], [4.78859, 3.61568, -7.15310], [2.60383, 4.03895, -6.42723], [-1.71018, 6.53624, -2.59764], [-2.15686, 5.56092, -1.19007], [0.03770, 6.77076, -2.66692], [-2.29134, 5.76885, -4.07363], [-2.18151, 7.50578, -2.50349], [-2.70376, -6.52640, -5.47855], [-1.50710, -7.14744, -4.33797], [-2.28114, -6.96880, -7.13268], [-4.31940, -7.10523, -5.06775], [-2.70594, -5.44766, -5.40736]], "forces_ev_per_a": [[-1.193, 0.240, 0.373], [1.580, 0.004, -1.532], [-1.423, -0.693, 0.457], [1.357, -0.123, 2.135], [-0.198, -1.440, -0.364], [0.978, 0.935, -0.549], [-0.908, -0.616, 1.053], [0.470, 0.260, -1.045], [-0.532, -0.200, 0.819], [1.567, 0.357, 0.470], [-1.082, -0.666, -1.068], [-0.911, -0.160, -0.481], [1.469, -0.404, 1.207], [-0.949, 1.124, -0.848], [-0.016, 0.168, 0.138], [-0.221, -0.440, -1.665], [-1.184, 0.928, 1.136], [0.619, -0.952, 0.030], [1.144, 1.818, -0.316], [0.114, 1.202, -0.921], [0.435, 0.028, -0.718], [0.270, -0.003, 0.370], [0.190, 0.599, -0.512], [-0.723, -0.264, -0.654], [-0.286, -0.015, -0.286], [0.256, 0.492, -0.913], [-0.440, -0.194, -0.154], [0.019, 0.041, -0.083], [-0.015, 0.071, -0.005], [-0.043, -0.024, -0.015], [-0.030, -0.015, 0.033], [-0.003, 0.042, 0.039], [0.008, -0.323, 0.142], [0.045, 0.074, 0.022], [-0.207, -1.237, 2.115], [-0.279, -0.864, 2.032], [0.035, 0.059, -0.024], [0.006, -0.101, -0.069], [0.010, -0.063, -0.051], [-0.027, 0.101, 0.040], [-0.014, -0.083, -0.042], [-0.009, 0.002, -0.009], [0.161, -0.088, 0.076], [-0.105, 0.073, -0.027], [-0.138, -0.053, -0.051], [-0.036, 0.023, -0.038], [-0.008, 0.043, -0.030], [0.069, -0.206, 0.152], [-0.045, 0.041, -0.045], [0.037, 0.294, -0.007], [-0.009, 0.025, -0.037], [-0.023, 0.000, -0.043], [-0.114, -0.196, 0.049], [0.043, 0.062, -0.046], [0.056, 0.055, 0.021], [0.113, 0.097, -0.001], [-0.009, 0.033, -0.012], [0.217, -0.180, 0.207], [-0.091, 0.004, -0.072], [0.213, -0.079, -0.296], [-0.119, 0.051, 0.003], [-0.030, 0.037, -0.045], [0.124, 0.082, -0.069], [-0.061, -0.061, 0.037], [-0.053, -0.080, 0.032], [-0.068, -0.012, 0.031], [0.074, 0.061, -0.007], [0.081, -0.127, -0.031], [-0.106, 0.393, -0.066], [-0.049, 0.024, 0.032], [-0.030, 0.031, -0.024], [0.001, -0.013, 0.002], [-0.011, -0.141, -0.056], [-0.007, 0.052, 0.007], [-0.006, 0.045, 0.047], [0.024, 0.055, 0.008], [0.029, -0.009, 0.011]], "lowdin_charge": [0.0179, -0.3726, -0.0332, -0.0302, 0.0615, -0.4426, 0.1742, 0.1377, -0.3979, 0.1190, 0.1966, -0.3940, 0.1984, 0.1818, -0.6312, 0.2270, 0.2448, 0.0346, -0.1314, -0.0326, 0.0841, 0.1318, 0.1405, 0.1032, 0.1965, -0.0138, 0.0924, -1.5308, 0.5480, 0.5824, 0.5572, -0.0404, -1.3591, 0.5543, 0.6471, 0.7272, 0.0285, -1.5224, 0.5655, 0.5872, 0.5492, 0.0144, -1.5236, 0.5202, 0.5188, 0.5096, 0.0176, -1.5261, 0.5487, 0.5552, 0.5311, 0.0176, -1.5357, 0.5483, 0.5238, 0.4802, 0.0143, -1.5401, 0.5509, 0.4987, 0.5530, -0.0194, -1.5758, 0.5093, 0.5359, 0.5276, -0.0805, -1.5230, 0.5760, 0.5260, 0.5272, 0.0169, -1.5704, 0.5161, 0.5326, 0.5240, -0.0557], "total_charge": 1, "e_lumo_ev": -2.89, "homo_energy_ev": -12.482, "spin_multiplicity": 1, "orbital_gap_ha": 0.3524}

No. 3
{"formula": "C8H12N3O4", "method": "ωB97M-V/def2-TZVPD", "symbols": ["C", "C", "C", "C", "C", "C", "C", "C", "N", "N", "N", "O", "O", "O", "O", "H", "H", "H", "H", "H", "H", "H", "H", "H", "H", "H", "H"], "coordinates": [[-1.38456, 1.82907, 0.07457], [-1.86962, 0.57410, 0.16270], [0.81851, 1.18566, 0.22585], [2.23275, 0.96241, -0.02604], [-4.19900, 0.40566, -0.66410], [3.96228, -1.67998, 0.48492], [-3.33613, 0.31248, 0.53907], [3.73932, -0.74641, -0.67773], [-1.00023, -0.38200, 0.00778], [-0.07228, 2.08148, 0.14198], [-1.06806, -1.74315, 0.05261], [2.95685, 1.83542, 0.40968], [-2.15339, -2.23354, -0.19646], [-0.01814, -2.24160, 0.28579], [2.44312, -0.17720, -0.55109], [-1.96668, 2.71992, 0.08240], [-3.92051, -0.54059, -1.05017], [-3.88478, 1.26240, -1.30437], [-5.21107, 0.41539, -0.26655], [4.87530, -1.36668, 1.09685], [3.16210, -1.66089, 1.11485], [4.34051, -2.71309, 0.23792], [-3.34711, -0.79148, 0.72099], [-3.58826, 0.85153, 1.42691], [3.79866, -1.28329, -1.61485], [4.51802, 0.06014, -0.91046], [0.17240, 3.06421, 0.19697]], "forces_ev_per_a": [[-0.442, 2.586, 0.202], [-1.952, -3.041, 0.815], [-0.889, -2.358, 0.274], [0.827, 1.185, 0.883], [0.169, 1.289, 0.061], [5.115, -0.399, -0.252], [2.070, -1.711, 0.729], [2.607, 0.481, -1.207], [2.936, 3.659, -0.880], [0.026, 0.126, -0.111], [-1.338, -0.053, 0.298], [-0.619, -0.567, -0.469], [0.636, -0.311, -0.054], [0.575, -1.196, 0.219], [-0.818, -0.571, -0.943], [-0.654, 0.218, 0.039], [-0.659, -0.639, -1.821], [-0.899, -0.653, 0.205], [-0.250, 0.167, -0.806], [-1.309, 0.162, -0.590], [-2.254, -0.402, 1.668], [-1.206, 0.922, -0.241], [-0.025, 1.190, 0.884], [-0.237, 0.580, 0.398], [-0.844, -0.255, -0.223], [-1.069, -0.790, 1.181], [0.502, 0.382, -0.258]], "lowdin_charge": [-0.0020, -0.2167, 0.2817, -0.5154, -0.0614, -0.0408, -0.1795, -0.1768, 0.2262, 0.1360, -0.4089, 0.1981, 0.1253, 0.1552, 0.0551, 0.1525, 0.0663, 0.1039, 0.1025, 0.1117, 0.0411, 0.1089, 0.1139, 0.1210, 0.1243, 0.1601, 0.2176], "relative_energy_kj_mol": 719.95, "total_charge": 1, "e_lumo_ev": [-6.67, -6.37], "homo_energy_ev": [-13.841, -13.796], "spin_multiplicity": 1, "orbital_gap_ha": [0.2634, 0.2729]}